ORCA calculation (wB97M-V/def2-TZVPD) on a single C6H10O molecule.

The geometry in XYZ format:
```
17
Properties=species:S:1:pos:R:3:forces:R:3
C 1.70450 -0.76920 1.45683 0.11 0.00 0.19
C 0.84777 -0.16110 0.33811 0.41 0.11 -0.13
C -0.28064 0.86047 0.63366 -0.06 0.09 0.11
C -1.00801 0.26771 -0.56403 0.12 0.01 0.01
C -1.59230 0.96582 -1.70316 0.08 0.17 -0.25
O -2.39972 0.27580 -0.74923 -0.29 -0.07 0.08
C -0.13551 -0.98062 -0.54557 -0.06 -0.15 -0.06
H 1.22991 -0.76051 2.44510 -0.25 0.09 -0.26
H 1.96558 -1.81812 1.27550 -0.03 0.18 -0.22
H 2.64977 -0.21868 1.58768 -0.31 -0.13 -0.15
H 1.49297 0.33875 -0.39364 0.20 -0.12 0.23
H -0.82712 0.64629 1.55924 0.12 -0.03 -0.09
H -0.01611 1.92374 0.59458 -0.10 -0.22 0.06
H -1.68034 2.05241 -1.67964 0.02 -0.16 0.00
H -1.55991 0.51917 -2.69729 0.00 0.03 0.17
H 0.25842 -1.32924 -1.50696 -0.10 0.02 0.19
H -0.64926 -1.81270 -0.05118 0.14 0.16 0.13
```
Forces are in eV/Å.

Values from the calculation:
relative energy (zero: lowest compared OMol25 entry of this formula, charge and spin) = 1.5220 eV
charge = 0
SMILES = C[C@H]1C[C@]2(CO2)C1
E_tot = -8429.718 eV
highest occupied orbital energy = -10.03 eV
max |F| = 0.009 Eh/bohr